{"formula": "C21H29N6Se3SnTe2", "method": "ωB97M-V/def2-TZVPD", "elements": ["Sn", "Se", "Se", "Te", "Se", "N", "C", "N", "C", "C", "C", "C", "C", "C", "H", "H", "H", "H", "H", "H", "N", "C", "C", "N", "H", "H", "H", "H", "H", "H", "H", "H", "H", "N", "N", "H", "H", "H", "H", "Te", "C", "C", "C", "C", "C", "C", "C", "C", "C", "C", "C", "C", "H", "H", "H", "H", "H", "H", "H", "H", "H", "H"], "xyz": [[0.9911, 1.1217, -1.3143], [1.8230, 4.3903, -1.0503], [0.7239, 5.8367, -2.2953], [-1.7802, 5.2813, -2.0175], [-1.8062, 3.2677, -0.7937], [5.4718, 1.7237, -0.8800], [4.2639, 1.8789, -1.4294], [3.3258, 1.2071, -0.7828], [3.9866, 0.5598, 0.2696], [3.5153, -0.3101, 1.2574], [4.4310, -0.8042, 2.1661], [5.7890, -0.4517, 2.1052], [6.2711, 0.3951, 1.1296], [5.3426, 0.8855, 0.2174], [6.3222, 2.1452, -1.2241], [4.0984, 2.4934, -2.3011], [2.4775, -0.6252, 1.3085], [4.1049, -1.4887, 2.9372], [6.4725, -0.8637, 2.8341], [7.3195, 0.6553, 1.0782], [-2.0184, 1.7039, 3.7593], [-0.6537, 1.9118, 3.1443], [-0.5651, 1.2305, 1.7789], [0.6684, 1.5941, 1.0653], [-2.0588, 2.1055, 4.7020], [-2.2594, 0.7120, 3.8457], [-2.7558, 2.1542, 3.2070], [0.0730, 1.5240, 3.8571], [-0.5209, 2.9900, 3.0581], [-1.4104, 1.5386, 1.1601], [-0.6092, 0.1440, 1.8779], [1.5035, 1.3406, 1.5931], [0.6992, 2.6065, 0.9112], [1.3296, -1.4733, -2.7188], [1.5780, -1.2169, -1.3254], [1.3909, -2.4701, -2.9111], [2.0521, -1.0142, -3.2649], [2.5149, -1.4920, -1.0285], [0.9022, -1.7750, -0.8015], [-1.7301, -0.4506, -2.3062], [-3.5710, 0.0594, -1.4213], [-4.6352, 0.3948, -2.2485], [-5.8649, 0.7267, -1.6913], [-6.0362, 0.7088, -0.3164], [-4.9757, 0.3595, 0.5113], [-3.7430, 0.0441, -0.0389], [-1.5814, -2.4330, -1.6146], [-1.2736, -2.7164, -0.2843], [-1.1767, -4.0337, 0.1446], [-1.3836, -5.0701, -0.7561], [-1.6881, -4.7902, -2.0803], [-1.7875, -3.4735, -2.5144], [-4.5181, 0.3963, -3.3248], [-6.6937, 0.9834, -2.3369], [-6.9997, 0.9502, 0.1113], [-5.1269, 0.3158, 1.5833], [-2.9215, -0.2616, 0.6017], [-1.1371, -1.9069, 0.4279], [-0.9515, -4.2549, 1.1798], [-1.3155, -6.0968, -0.4232], [-1.8585, -5.5975, -2.7797], [-2.0344, -3.2660, -3.5475]], "mulliken_charge": [1.08, -0.07, 0.02, 0.34, -0.17, -0.04, -0.64, -0.11, 0.52, -0.05, -0.99, -0.62, -0.92, 0.49, 0.25, 0.56, 0.40, 0.44, 0.43, 0.46, -0.25, -0.90, 0.00, -0.18, 0.39, 0.36, 0.34, 0.45, 0.42, -0.37, 0.25, 0.25, 0.34, -0.50, -0.35, 0.27, 0.25, 0.35, 0.18, 0.63, 0.39, -0.58, -0.64, -0.61, -0.74, 0.05, 0.36, -0.06, -0.60, -0.59, -0.59, -0.60, 0.43, 0.43, 0.43, 0.42, 0.24, 0.19, 0.42, 0.43, 0.44, 0.47], "charge": 3, "multiplicity": 1, "e_homo_ev": [-15.31, -15.26], "mol_weight_g_mol": 976.30, "e_above_lowest_kcal_mol": 16.5}